Below is a 2-piece molecular cluster, C29H52BNO15P3 overall in a non-equilibrium geometry, with properties calculated with the ωB97M-V functional and the def2-TZVPD basis.

```
101
Properties=species:S:1:pos:R:3
C 2.37200 0.86725 -3.55287
C 1.51128 0.01452 -2.79656
P 0.06648 -1.04640 -2.03041
C 1.36366 -2.06842 -1.00052
C 1.86070 -1.38838 0.39267
P 3.31586 -0.11073 0.18000
O 4.29610 -0.56343 -1.01822
O 2.78644 1.49366 -0.22049
C 3.92844 2.27663 -0.75622
C 3.57219 3.89459 -0.94277
O 4.26400 -0.24114 1.63717
C 4.01544 0.86723 2.57157
C 5.37626 1.78628 2.65029
C 0.51065 -2.29484 -3.39800
P -0.70153 -2.80370 -4.69371
O -0.88790 -4.40722 -4.60524
O 0.08646 -2.58316 -6.27612
O -2.26332 -2.15094 -4.84754
B -1.30070 -2.07820 -1.17126
O -1.38864 -1.91069 0.32343
O -2.22343 -3.04526 -1.76850
C -3.38281 -3.35223 -0.92305
C -4.45222 -2.09694 -0.74678
O -0.98307 -0.11454 -3.12263
C -1.06096 1.31321 -2.78197
C -1.14176 1.28122 -1.11042
C -0.49638 2.74027 -0.74692
C -0.78209 3.30424 0.75609
C -0.85235 2.19374 1.94979
C -2.32248 2.02161 2.66547
C -3.07588 3.42459 3.05144
O -4.34229 3.18161 3.81996
C -5.43150 2.79837 2.86488
C -6.49422 4.00977 2.56509
C -2.78663 1.19704 -0.91446
O -3.45317 2.50351 -0.82810
C -4.19208 2.85000 -2.04857
C -3.88286 4.36962 -2.67623
O -5.09886 2.10229 -2.68124
O -0.31457 0.11694 -0.73666
H 2.80893 1.90327 -3.95431
H 0.93380 -3.14031 -0.69414
H 2.34105 -2.16360 -1.68032
H 1.03027 -1.02387 1.12909
H 2.39864 -2.27937 0.98637
H 4.89916 2.20983 -0.06591
H 4.28772 1.91987 -1.82259
H 4.56292 4.53367 -1.10235
H 2.93557 4.28335 -0.03906
H 2.99052 3.96017 -1.98006
H 3.89884 0.36934 3.65054
H 3.02630 1.46462 2.38775
H 5.98304 1.61197 3.63686
H 6.07699 1.41054 1.76052
H 5.19159 2.93779 2.45689
H 1.49028 -1.86582 -3.93246
H 0.90448 -3.28520 -2.85633
H 0.36357 -1.62658 -6.38532
H -2.70888 -1.84258 -4.01106
H -2.12969 -1.28213 0.56199
H -3.99846 -4.19640 -1.50182
H -3.10185 -3.86394 0.11806
H -4.29547 -1.50784 0.28013
H -5.52767 -2.60218 -0.62929
H -4.49409 -1.37521 -1.66699
H -0.29561 2.07574 -3.25775
H -2.05779 1.62968 -3.35815
H 0.66076 2.75659 -1.04283
H -0.99814 3.52101 -1.49874
H 0.11440 4.04902 1.01553
H -1.73853 4.01033 0.68058
H -0.11569 2.57428 2.80905
H -0.47958 1.11968 1.66576
H -2.12419 1.45759 3.69891
H -3.07746 1.34607 2.07911
H -3.44536 3.92497 2.03294
H -2.37778 4.21718 3.56608
H -6.06727 1.91294 3.35151
H -4.99879 2.34678 1.86244
H -6.69060 4.17400 1.40376
H -7.56853 3.75697 3.01856
H -6.17806 5.05038 2.99503
H -3.18078 0.54885 -1.83677
H -3.11482 0.58667 0.04047
H -4.75874 4.76732 -3.35053
H -2.87154 4.34647 -3.28768
H -3.75835 5.16273 -1.79955
C 6.07131 -6.01091 2.95238
C 5.08305 -6.86000 3.45291
C 3.73440 -6.55314 3.26219
C 3.38515 -5.39042 2.56156
C 4.37516 -4.53225 2.06468
C 5.72055 -4.84821 2.26412
N 1.96942 -5.07552 2.33568
O 1.12322 -5.84960 2.80731
O 1.70149 -4.05649 1.68311
H 7.12158 -6.25730 3.09870
H 5.36431 -7.76357 3.98957
H 2.97624 -7.22513 3.65838
H 4.11820 -3.62408 1.52345
H 6.49654 -4.19000 1.87962
```

* total charge: -1
* energy: -3368.023712 a.u.
* HOMO energy: -5.54 eV
* gap between HOMO and LUMO: 6.52 eV
* 2S+1: 1

Below is C33H40CdFNO4PS as an isolated structure in a non-equilibrium geometry, with properties calculated with the ωB97M-V functional and the def2-TZVPD basis.

```
82
Properties=species:S:1:pos:R:3
Cd 11.26160 11.30399 8.15102
C 16.31991 12.32202 7.31049
C 14.81274 12.29094 6.93553
C 14.70762 13.49150 5.99140
C 14.40452 11.00714 6.29154
C 14.71224 10.86609 4.93789
C 14.40430 9.68173 4.23386
C 13.86954 8.59946 4.87357
C 13.46133 8.76051 6.20600
C 12.75478 7.52270 6.78467
C 11.92631 6.82001 5.72646
C 13.83781 6.54066 7.35274
C 13.71099 9.93921 6.95319
N 13.17796 10.17075 8.21834
C 13.93185 10.01331 9.36739
C 15.05780 9.14432 9.49344
C 15.64312 8.84506 10.74780
C 15.18390 9.41894 11.89442
C 14.13238 10.34107 11.83135
C 13.58216 10.66415 10.60457
F 12.42706 11.51986 10.64996
H 16.45298 13.35448 7.68144
H 17.00911 12.22723 6.49280
H 16.54414 11.66031 8.13726
H 14.30200 12.39714 7.87784
H 15.51783 13.41248 5.24190
H 14.96916 14.43938 6.48215
H 13.68868 13.70144 5.57613
H 15.28599 11.68661 4.39507
H 14.56831 9.69661 3.15728
H 13.74216 7.62887 4.42652
H 12.03914 7.84566 7.59745
H 12.50226 6.19167 5.01817
H 11.40485 7.53786 5.08383
H 11.11713 6.11453 6.12928
H 14.75257 6.54783 6.78099
H 13.55584 5.43925 7.40204
H 14.09670 6.93816 8.36577
H 15.50952 8.74362 8.54473
H 16.36973 8.03034 10.88815
H 15.63616 8.98838 12.79365
H 13.76434 10.86344 12.71966
O 11.22447 13.45389 8.85470
S 12.22908 14.69653 8.77064
C 11.09280 16.08885 8.43462
C 11.51789 17.44065 8.61696
C 10.55812 18.44812 8.41404
C 9.23282 18.12234 8.09857
C 8.82381 16.80748 7.93822
C 9.80341 15.81036 8.03724
C 12.54898 15.22712 10.45721
C 13.73780 15.96235 10.60627
C 14.16708 16.25216 11.94690
C 13.40874 15.86521 13.05996
C 12.23814 15.12888 12.83442
C 11.76293 14.85453 11.54122
H 12.56251 17.67317 8.83778
H 10.81372 19.51894 8.59113
H 8.48601 18.91950 7.99549
H 7.78252 16.60585 7.62243
H 9.49076 14.75118 7.94821
H 14.46972 16.15525 9.81230
H 15.03244 16.86899 12.09321
H 13.70294 16.22706 14.02941
H 11.69714 14.66933 13.66331
H 10.81676 14.33656 11.33276
C 7.66220 11.44120 5.27500
O 8.14619 10.49584 6.27541
P 8.76740 11.06619 7.64854
O 8.29467 9.89652 8.73721
C 8.19117 8.48917 8.49802
O 7.68902 12.21391 8.11712
C 7.91639 12.58325 9.54530
H 7.34433 10.79179 4.39690
H 8.40173 12.15530 5.00863
H 6.80901 11.92454 5.71521
H 7.38275 8.06642 9.15731
H 9.01071 7.91180 8.88590
H 7.96260 8.33498 7.46406
H 7.02146 13.19480 9.78358
H 8.84944 13.14731 9.64432
H 7.99979 11.64192 10.10030
```

* total charge: +1
* energy: -2644.056494 a.u.
* ΔE to the lowest compared entry with this formula, charge and spin: 160.89 kJ/mol
* HOMO energy: -9.61 eV
* gap between HOMO and LUMO: 6.74 eV
* 2S+1: 1

Below is a 2-piece molecular cluster, C14H20N overall, with properties calculated with the ωB97M-V functional and the def2-TZVPD basis.

```
35
Properties=species:S:1:pos:R:3
C 0.61999 2.35303 2.20274
C 0.08814 1.98027 1.08611
C -3.63991 -1.14700 -0.39123
C -3.17522 -0.74802 0.85354
C -3.03911 -0.65237 -1.53692
C -2.12141 0.14033 0.94919
C -1.98296 0.23689 -1.44699
C -1.51129 0.65293 -0.20158
C 3.36272 -0.43678 -1.23819
C 0.09679 -2.51541 0.95767
C 0.09512 2.31313 -1.32832
C 2.68407 0.07933 0.02841
C 1.34736 -1.79247 0.75699
C -0.40374 1.62333 -0.08086
N 1.43461 -0.61933 0.26091
H 0.21654 3.17271 2.77249
H -4.46997 -1.83098 -0.46631
H -3.64213 -1.12297 1.75181
H -3.39938 -0.95138 -2.50963
H -1.77048 0.46335 1.91929
H -1.53949 0.61358 -2.35535
H 2.69016 -0.38295 -2.08868
H 4.23241 0.17597 -1.45332
H 3.68931 -1.46501 -1.11445
H 0.13870 -3.46473 0.42122
H -0.00130 -2.78631 2.01010
H -0.77712 -1.94928 0.64469
H 0.81543 3.08832 -1.06998
H -0.74065 2.78591 -1.84460
H 0.56698 1.60910 -2.01512
H 2.45471 1.14015 -0.07069
H 3.34803 -0.06291 0.88361
H 2.27109 -2.28858 1.04789
H 1.48373 1.86633 2.63088
H 0.57822 -0.07817 0.03467
```

* total charge: +1
* energy: -599.928396 a.u.
* ΔE to the lowest compared entry with this formula, charge and spin: 163.51 kJ/mol
* HOMO energy: -11.84 eV
* gap between HOMO and LUMO: 8.04 eV
* 2S+1: 1